Entry P
A structure of composition C53H119N5O9. Source: the OMol25 dataset; level of theory: ωB97M-V with the def2-TZVPD basis set.

Each line ends with the Löwdin charge.
Element x y z (Å)
1 C -3.473 -22.698 9.627  -0.0363
2 C -5.004 -22.901 9.657  -0.4102
3 C -5.577 -21.935 10.727  -0.1025
4 C -7.135 -21.926 10.753  -0.1058
5 C -7.656 -21.456 9.427  -0.1420
6 C -7.019 -22.168 8.221  -0.3654
7 N -5.567 -22.479 8.344  -0.0866
8 O -5.053 -23.180 7.261  0.0148
9 C -7.898 -23.368 7.843  0.0069
10 C -7.291 -21.186 7.040  -0.0721
11 C -5.337 -24.359 10.039  -0.0198
12 H -3.050 -23.485 9.003  0.0975
13 H -3.018 -22.654 10.616  0.1059
14 H -3.220 -21.795 9.071  0.0085
15 H -5.170 -22.196 11.703  0.1433
16 H -5.254 -20.921 10.489  0.1248
17 H -7.330 -21.079 11.412  0.0472
18 H -7.555 -22.882 11.066  0.1350
19 H -7.451 -20.391 9.315  0.0521
20 H -8.745 -21.499 9.455  0.1243
21 H -8.911 -23.013 7.654  0.0741
22 H -7.417 -23.778 6.954  0.0844
23 H -7.775 -24.096 8.645  0.0798
24 H -8.329 -20.902 6.867  0.0976
25 H -6.755 -20.241 7.125  0.0781
26 H -6.871 -21.504 6.086  0.1158
27 H -5.211 -25.111 9.260  0.0848
28 H -6.339 -24.598 10.394  0.0672
29 H -4.641 -24.717 10.799  0.0848
30 H -4.439 -22.548 6.880  0.0947
31 C -2.163 -16.346 5.273  -0.0245
32 C -3.613 -17.016 5.442  -0.4732
33 C -3.257 -18.489 5.799  -0.1239
34 C -4.387 -19.317 6.414  -0.1041
35 C -5.091 -18.565 7.669  -0.0687
36 C -5.414 -17.016 7.310  -0.2233
37 N -4.223 -16.405 6.619  -0.0941
38 O -4.418 -15.029 6.482  0.0074
39 C -6.726 -16.889 6.469  -0.1036
40 C -5.578 -16.282 8.655  -0.1965
41 C -4.431 -16.946 4.158  -0.0194
42 H -2.232 -15.368 4.798  0.0715
43 H -1.652 -16.932 4.508  0.0764
44 H -1.622 -16.304 6.218  0.0798
45 H -3.024 -18.989 4.859  0.1232
46 H -2.357 -18.448 6.413  0.1048
47 H -3.917 -20.240 6.754  0.0958
48 H -5.054 -19.477 5.566  0.0668
49 H -4.435 -18.842 8.495  0.0247
50 H -6.047 -19.001 7.956  0.0558
51 H -6.742 -17.420 5.517  0.1009
52 H -7.581 -17.320 6.990  0.0334
53 H -7.085 -15.882 6.258  0.0634
54 H -6.220 -16.792 9.374  0.0448
55 H -4.624 -16.107 9.152  0.0942
56 H -5.902 -15.251 8.515  0.0467
57 H -5.229 -17.687 4.102  0.0497
58 H -3.855 -16.991 3.234  0.0875
59 H -4.867 -15.950 4.076  0.0892
60 H -3.743 -14.624 7.031  0.1100
61 C -4.036 -18.678 13.835  -0.0299
62 C -4.906 -19.025 12.622  -0.3946
63 C -5.556 -17.701 12.033  -0.1402
64 C -4.591 -17.013 11.120  -0.1893
65 C -4.251 -17.906 9.953  -0.1764
66 C -3.419 -19.160 10.490  -0.3539
67 N -4.234 -19.805 11.552  -0.1043
68 O -3.811 -21.074 11.914  -0.0354
69 C -3.238 -20.046 9.205  -0.0541
70 C -2.029 -18.671 11.040  0.0081
71 C -6.077 -19.776 13.236  -0.0223
72 H -4.570 -18.217 14.666  0.0844
73 H -3.307 -17.883 13.679  0.0685
74 H -3.575 -19.555 14.290  0.0894
75 H -6.496 -17.860 11.505  0.0417
76 H -5.772 -16.965 12.808  0.1299
77 H -3.701 -16.605 11.598  0.1327
78 H -5.081 -16.157 10.656  0.0523
79 H -3.568 -17.282 9.377  0.1362
80 H -5.193 -18.187 9.482  0.0894
81 H -2.503 -19.545 8.575  0.1149
82 H -2.727 -20.961 9.504  0.0467
83 H -4.111 -20.266 8.592  0.0651
84 H -1.387 -18.154 10.326  0.0849
85 H -2.214 -18.032 11.903  0.0546
86 H -1.595 -19.630 11.322  0.0867
87 H -6.776 -19.247 13.884  0.0891
88 H -5.761 -20.652 13.802  0.0981
89 H -6.669 -20.212 12.431  0.0459
90 H -4.483 -21.625 11.506  -0.1100
91 C -6.965 -15.876 10.639  -0.0618
92 C -8.116 -15.374 9.695  -0.3062
93 C -7.480 -15.418 8.245  -0.1638
94 C -8.494 -15.337 7.109  -0.1416
95 C -9.627 -16.372 7.235  -0.1235
96 C -10.258 -16.345 8.716  -0.4258
97 N -9.223 -16.372 9.720  -0.0411
98 O -9.753 -16.629 11.004  -0.0518
99 C -11.064 -15.043 8.831  -0.0181
100 C -11.232 -17.534 8.784  -0.0067
101 C -8.396 -13.910 10.101  -0.0029
102 H -7.355 -15.892 11.657  0.0901
103 H -6.091 -15.251 10.452  0.1116
104 H -6.607 -16.891 10.468  0.0292
105 H -6.618 -14.775 8.068  0.1182
106 H -7.064 -16.408 8.058  0.0652
107 H -8.040 -15.473 6.128  0.0927
108 H -8.842 -14.304 7.107  0.1216
109 H -9.319 -17.383 6.967  0.0302
110 H -10.381 -16.175 6.473  0.0980
111 H -10.557 -14.129 8.521  0.0624
112 H -11.951 -15.142 8.205  0.0874
113 H -11.347 -14.944 9.878  0.0905
114 H -10.693 -18.449 9.031  0.0418
115 H -11.913 -17.399 9.624  0.0941
116 H -11.791 -17.681 7.860  0.0940
117 H -9.053 -13.795 10.964  0.0900
118 H -8.928 -13.392 9.303  0.0594
119 H -7.479 -13.326 10.177  0.0896
120 H -9.696 -17.587 11.026  -0.1837
121 C -7.881 -18.470 3.282  -0.0170
122 C -7.999 -19.756 4.110  -0.4236
123 C -7.199 -19.651 5.445  -0.1635
124 C -7.790 -18.809 6.513  -0.3047
125 C -9.241 -19.289 6.720  -0.1644
126 C -10.086 -19.238 5.450  -0.4183
127 N -9.468 -19.994 4.369  -0.0963
128 O -10.272 -20.235 3.219  -0.0023
129 C -11.442 -19.903 5.675  -0.0280
130 C -10.352 -17.761 5.105  -0.0221
131 C -7.474 -20.967 3.412  -0.0295
132 H -6.872 -18.280 2.918  0.0671
133 H -8.063 -17.538 3.818  0.0740
134 H -8.415 -18.502 2.332  0.0878
135 H -7.007 -20.657 5.817  -0.0300
136 H -6.197 -19.256 5.275  0.0773
137 H -7.913 -17.745 6.311  0.0190
138 H -7.120 -18.951 7.361  0.0102
139 H -9.593 -18.471 7.348  0.0561
140 H -9.450 -20.205 7.272  0.0901
141 H -12.169 -19.891 4.863  0.0970
142 H -11.357 -20.936 6.011  0.0512
143 H -11.990 -19.280 6.382  0.0834
144 H -11.173 -17.387 5.717  0.0773
145 H -9.530 -17.068 5.284  0.0659
146 H -10.642 -17.657 4.060  0.1061
147 H -7.784 -21.879 3.921  0.0930
148 H -6.396 -20.861 3.292  0.0971
149 H -7.882 -21.180 2.424  0.0821
150 H -10.345 -21.192 3.232  0.1014
151 C -11.934 -19.888 11.697  -0.0005
152 C -10.524 -20.052 12.391  -0.1328
153 O -9.622 -20.409 11.468  0.0443
154 H -12.284 -20.852 11.328  0.0757
155 H -12.059 -19.162 10.894  0.0741
156 H -12.526 -19.574 12.557  0.0957
157 H -10.415 -20.722 13.244  0.1708
158 H -10.175 -19.039 12.596  0.1166
159 H -8.920 -20.928 11.866  0.1629
160 C -8.046 -18.988 8.713  -0.0731
161 C -7.953 -18.970 10.296  -0.0762
162 O -9.145 -18.425 10.759  0.0148
163 H -7.035 -18.833 8.336  0.0365
164 H -8.629 -18.150 8.331  0.0978
165 H -8.353 -19.894 8.191  0.0689
166 H -7.101 -18.358 10.593  0.0956
167 H -7.704 -19.937 10.733  0.0823
168 H -9.513 -19.082 11.354  0.0280
169 C -11.410 -21.648 8.053  -0.0624
170 C -11.394 -20.816 9.299  -0.3311
171 O -10.553 -21.447 10.206  -0.0709
172 H -10.381 -21.758 7.711  0.0495
173 H -11.911 -21.296 7.151  0.0313
174 H -11.805 -22.618 8.355  0.0970
175 H -12.359 -20.704 9.793  0.0921
176 H -10.995 -19.846 9.003  0.0766
177 H -10.066 -20.872 10.802  -0.3459
178 C -9.119 -16.232 13.350  -0.0712
179 C -8.032 -17.214 13.167  -0.3110
180 O -8.462 -18.475 12.688  -0.0992
181 H -9.842 -16.603 14.077  0.0827
182 H -9.723 -16.068 12.458  0.0458
183 H -8.757 -15.287 13.754  0.0896
184 H -7.591 -17.278 14.162  0.1250
185 H -7.201 -16.909 12.531  0.0254
186 H -8.648 -18.337 11.756  -0.1641

## Properties
orbital gap = 0.299 Eh
LUMO energy = 0.017 Eh
HOMO level = -0.2821 Ha

Entry Q
A cluster of 9 separate species, C53H119N5O9 in total. Source: the OMol25 dataset; level of theory: ωB97M-V with the def2-TZVPD basis set.

Each line ends with the Löwdin charge.
Element x y z (Å)
1 C -14.432 -13.956 -19.363  -0.0311
2 C -14.204 -13.907 -17.830  -0.4973
3 C -14.025 -12.473 -17.390  -0.0370
4 C -15.515 -14.525 -17.245  -0.1519
5 C -15.364 -14.891 -15.808  -0.1878
6 C -14.177 -15.827 -15.611  -0.1255
7 C -12.808 -15.263 -16.097  -0.4889
8 C -12.201 -14.323 -15.016  -0.0240
9 C -11.910 -16.506 -16.226  -0.0409
10 N -13.049 -14.722 -17.431  -0.1163
11 O -11.881 -14.394 -18.142  -0.0064
12 H -14.543 -14.983 -19.696  0.0872
13 H -15.368 -13.433 -19.586  0.0859
14 H -13.715 -13.307 -19.867  0.0761
15 H -13.465 -11.845 -18.089  0.0822
16 H -14.958 -11.943 -17.183  0.0884
17 H -13.456 -12.426 -16.455  0.0589
18 H -16.235 -13.701 -17.290  0.1150
19 H -15.917 -15.312 -17.885  0.1192
20 H -15.249 -13.917 -15.309  0.1053
21 H -16.278 -15.269 -15.343  0.1153
22 H -14.345 -16.773 -16.127  0.1140
23 H -14.136 -16.092 -14.550  0.1160
24 H -11.482 -13.723 -15.588  0.0723
25 H -11.703 -14.870 -14.219  0.0764
26 H -12.849 -13.583 -14.542  0.0567
27 H -10.985 -16.260 -16.753  0.0792
28 H -12.350 -17.378 -16.708  0.0827
29 H -11.566 -16.878 -15.257  0.0813
30 H -11.502 -13.625 -17.674  0.0936
31 C -14.575 -10.815 -13.442  -0.0314
32 C -13.515 -9.734 -13.357  -0.4978
33 C -12.134 -10.437 -13.278  -0.0114
34 C -13.587 -8.950 -14.675  -0.1235
35 C -12.771 -7.662 -14.587  -0.1867
36 C -13.141 -6.821 -13.349  -0.1280
37 C -13.123 -7.588 -11.999  -0.4951
38 C -11.660 -7.712 -11.528  -0.0216
39 C -13.882 -6.645 -11.058  -0.0294
40 N -13.827 -8.841 -12.241  -0.0858
41 O -13.965 -9.564 -11.023  -0.0157
42 H -14.363 -11.405 -14.339  0.0646
43 H -14.615 -11.524 -12.614  0.0760
44 H -15.579 -10.404 -13.568  0.0842
45 H -12.026 -11.022 -12.363  0.0885
46 H -12.052 -11.053 -14.176  0.0721
47 H -11.236 -9.820 -13.263  0.0598
48 H -12.953 -9.474 -15.397  0.1082
49 H -14.546 -8.655 -15.097  0.1184
50 H -11.691 -7.811 -14.509  0.0910
51 H -12.981 -7.133 -15.520  0.1021
52 H -14.072 -6.274 -13.528  0.1128
53 H -12.426 -6.007 -13.185  0.1086
54 H -10.935 -8.200 -12.180  0.0596
55 H -11.615 -8.423 -10.695  0.0887
56 H -11.246 -6.758 -11.207  0.0739
57 H -13.780 -6.947 -10.012  0.0879
58 H -14.936 -6.484 -11.284  0.0706
59 H -13.420 -5.656 -11.076  0.0617
60 H -14.875 -9.379 -10.767  0.0996
61 C -13.151 -15.286 -11.029  -0.0363
62 C -13.342 -14.843 -9.601  -0.5034
63 C -11.971 -14.221 -9.175  -0.0359
64 C -14.305 -13.628 -9.477  -0.1333
65 C -15.730 -14.082 -9.770  -0.1857
66 C -16.138 -15.026 -8.642  -0.1527
67 C -15.177 -16.202 -8.483  -0.4851
68 C -15.339 -16.852 -7.070  -0.0211
69 C -15.636 -17.309 -9.461  -0.0387
70 N -13.760 -15.842 -8.650  -0.1178
71 O -12.898 -16.952 -8.601  0.0054
72 H -13.974 -15.898 -11.415  0.0679
73 H -13.151 -14.467 -11.752  0.0820
74 H -12.245 -15.883 -11.122  0.0824
75 H -11.107 -14.691 -9.657  0.0722
76 H -11.884 -13.148 -9.341  0.0755
77 H -11.678 -14.380 -8.131  0.0797
78 H -14.291 -13.260 -8.449  0.1263
79 H -14.126 -12.762 -10.117  0.1093
80 H -16.427 -13.240 -9.847  0.1090
81 H -15.890 -14.543 -10.751  0.1072
82 H -17.136 -15.445 -8.814  0.1179
83 H -16.383 -14.437 -7.752  0.1178
84 H -15.565 -17.916 -7.127  0.0732
85 H -16.232 -16.416 -6.615  0.0743
86 H -14.495 -16.702 -6.398  0.0756
87 H -14.929 -18.134 -9.485  0.0828
88 H -15.638 -16.827 -10.445  0.0645
89 H -16.667 -17.582 -9.248  0.0848
90 H -12.529 -16.904 -7.711  0.1034
91 C -13.308 -2.719 -11.104  -0.0516
92 C -12.874 -1.315 -10.670  -0.4996
93 C -11.393 -1.177 -11.005  -0.0199
94 C -13.825 -0.394 -11.496  -0.1370
95 C -13.789 1.099 -11.100  -0.1805
96 C -14.196 1.175 -9.627  -0.1323
97 C -13.270 0.293 -8.722  -0.5148
98 C -11.991 1.112 -8.588  -0.0438
99 C -13.907 0.250 -7.322  -0.0448
100 N -13.145 -1.046 -9.258  -0.1070
101 O -12.522 -1.966 -8.391  -0.0048
102 H -12.971 -2.889 -12.125  0.0841
103 H -12.842 -3.443 -10.427  0.0717
104 H -14.378 -2.937 -11.074  0.0850
105 H -10.867 -1.717 -10.212  0.0914
106 H -11.061 -1.672 -11.917  0.0747
107 H -11.027 -0.151 -10.984  0.0671
108 H -13.543 -0.471 -12.549  0.1206
109 H -14.892 -0.617 -11.430  0.1131
110 H -12.775 1.424 -11.349  0.0999
111 H -14.537 1.647 -11.672  0.1089
112 H -15.107 0.561 -9.632  0.1149
113 H -14.418 2.151 -9.208  0.1173
114 H -12.151 2.121 -8.200  0.0863
115 H -11.470 1.236 -9.538  0.0592
116 H -11.265 0.708 -7.873  0.0874
117 H -13.291 -0.224 -6.557  0.0782
118 H -14.786 -0.408 -7.331  0.0836
119 H -14.301 1.209 -6.992  0.0831
120 H -13.248 -2.554 -8.155  0.1067
121 C -17.948 -7.341 -12.373  -0.0325
122 C -19.144 -7.789 -11.508  -0.5024
123 C -18.666 -8.627 -10.317  -0.0281
124 C -19.785 -6.472 -11.058  -0.1412
125 C -21.166 -6.677 -10.390  -0.1671
126 C -22.019 -7.358 -11.444  -0.1477
127 C -21.481 -8.693 -12.025  -0.5070
128 C -21.801 -9.788 -10.958  -0.0189
129 C -22.212 -8.980 -13.342  -0.0263
130 N -20.062 -8.595 -12.329  -0.1232
131 O -19.500 -9.777 -12.846  -0.0090
132 H -17.457 -8.265 -12.700  0.0692
133 H -18.316 -6.829 -13.262  0.0886
134 H -17.245 -6.726 -11.817  0.0703
135 H -18.493 -9.678 -10.552  0.0823
136 H -17.678 -8.282 -9.988  0.0769
137 H -19.322 -8.561 -9.449  0.0707
138 H -19.065 -6.005 -10.373  0.1204
139 H -19.870 -5.627 -11.746  0.1211
140 H -21.109 -7.134 -9.404  0.1055
141 H -21.634 -5.695 -10.280  0.1088
142 H -22.165 -6.659 -12.272  0.1151
143 H -23.014 -7.575 -11.051  0.1161
144 H -21.749 -10.805 -11.351  0.0810
145 H -22.849 -9.659 -10.684  0.0766
146 H -21.104 -9.704 -10.129  0.0642
147 H -22.161 -8.042 -13.898  0.0814
148 H -23.202 -9.401 -13.181  0.0858
149 H -21.611 -9.683 -13.917  0.0745
150 H -18.931 -9.446 -13.551  0.0959
151 C -11.006 -8.321 -17.649  -0.1015
152 C -10.298 -7.441 -18.637  -0.3107
153 O -9.901 -8.216 -19.769  -0.0815
154 H -11.055 -7.878 -16.646  0.0423
155 H -10.420 -9.221 -17.449  0.0777
156 H -12.032 -8.538 -17.941  0.0817
157 H -9.363 -6.992 -18.274  0.1002
158 H -10.879 -6.560 -18.909  0.1155
159 H -9.340 -8.949 -19.514  0.0759
160 C -8.856 -5.123 -12.284  -0.0895
161 C -8.066 -4.146 -13.133  -0.2983
162 O -8.439 -2.811 -12.720  -0.0988
163 H -9.937 -4.998 -12.304  0.0615
164 H -8.434 -5.135 -11.276  0.0823
165 H -8.723 -6.168 -12.581  0.0536
166 H -8.491 -4.210 -14.139  0.1053
167 H -6.993 -4.310 -13.101  0.1038
168 H -7.943 -2.195 -13.267  0.0742
169 C -16.995 -4.190 -16.708  -0.0945
170 C -16.359 -5.483 -17.217  -0.2901
171 O -17.025 -6.591 -16.561  -0.1067
172 H -18.017 -4.025 -17.047  0.0706
173 H -16.347 -3.405 -17.115  0.0727
174 H -17.089 -4.192 -15.621  0.0692
175 H -15.275 -5.483 -17.117  0.1049
176 H -16.734 -5.649 -18.232  0.1097
177 H -16.439 -6.915 -15.869  0.0550
178 C -8.240 -7.713 -15.163  -0.0815
179 C -6.957 -7.076 -15.664  -0.3124
180 O -6.171 -6.506 -14.622  -0.0790
181 H -8.875 -8.069 -15.977  0.0435
182 H -8.942 -7.122 -14.573  0.0575
183 H -7.991 -8.639 -14.637  0.0835
184 H -7.246 -6.281 -16.361  0.1076
185 H -6.390 -7.866 -16.165  0.1126
186 H -5.404 -6.150 -15.081  0.0838

## Properties
orbital gap = 0.303 Eh
structure (SMILES) = CC1(C)CCCC(C)(C)N1O.CC1(C)CCCC(C)(C)N1O.CC1(C)CCCC(C)(C)N1O.CC1(C)CCCC(C)(C)N1O.CC1(C)CCCC(C)(C)N1O.CCO.CCO.CCO.CCO
LUMO energy = 0.009 Eh
HOMO level = -0.2932 Ha

Which is less stable than every other structure shown? entry P is.